A structure of composition C52H43MoN5O4P2S, computed with wB97M-V/def2-TZVPD.

Multiplicity: 3
Strongest force on any atom: 0.0248 hartree/bohr
Net charge: +2
Molecular weight: 991.9 g/mol
LUMO energy (alpha / beta): -0.247 / -0.243 Eh
HOMO-LUMO gap (alpha / beta): 0.202 / 0.208 Ha

Geometry (Å):
Mo  -0.015  0.677  0.124
C  1.907  -1.725  -2.147
C  1.957  -2.458  -0.813
P  0.472  -2.210  0.240
C  0.943  -3.025  1.788
C  1.437  -2.261  2.844
C  1.881  -2.873  4.004
C  1.826  -4.256  4.119
C  1.322  -5.020  3.077
C  0.880  -4.411  1.913
C  -0.759  -3.330  -0.512
C  -0.591  -3.905  -1.772
C  -1.536  -4.784  -2.282
C  -2.649  -5.121  -1.532
C  -2.804  -4.596  -0.255
C  -1.868  -3.711  0.253
P  1.276  0.005  -2.069
C  2.666  1.019  -2.655
C  3.298  2.011  -1.912
C  4.395  2.684  -2.434
C  4.870  2.370  -3.697
C  4.252  1.374  -4.444
C  3.160  0.700  -3.927
C  0.011  0.101  -3.374
C  0.006  1.106  -4.340
C  -1.044  1.197  -5.244
C  -2.090  0.285  -5.195
C  -2.082  -0.727  -4.244
C  -1.038  -0.818  -3.337
H  1.278  -2.234  -2.875
H  2.906  -1.658  -2.579
H  2.801  -2.119  -0.215
H  2.109  -3.528  -0.973
H  1.439  -1.177  2.789
H  2.255  -2.271  4.822
H  2.168  -4.736  5.027
H  1.270  -6.097  3.170
H  0.489  -5.019  1.107
H  0.286  -3.693  -2.368
H  -1.387  -5.222  -3.260
H  -3.379  -5.817  -1.925
H  -3.644  -4.898  0.358
H  -1.960  -3.366  1.271
H  2.960  2.255  -0.914
H  4.882  3.447  -1.841
H  5.727  2.893  -4.100
H  4.623  1.119  -5.427
H  2.691  -0.073  -4.525
H  0.816  1.820  -4.395
H  -1.039  1.977  -5.994
H  -2.900  0.354  -5.909
H  -2.887  -1.450  -4.211
H  -1.057  -1.612  -2.598
S  -5.427  3.414  -4.604
N  -3.922  3.916  -4.327
C  -3.434  3.124  -3.385
C  -2.109  3.220  -2.813
C  -1.198  4.217  -3.159
C  0.035  4.236  -2.550
C  0.331  3.264  -1.601
N  -0.530  2.302  -1.260
C  -1.745  2.266  -1.861
C  -2.662  1.218  -1.446
N  -2.195  0.325  -0.542
C  -3.055  -0.551  -0.030
C  -4.383  -0.638  -0.447
C  -4.842  0.214  -1.421
C  -3.968  1.178  -1.930
C  -4.344  2.140  -2.945
N  -5.516  2.194  -3.557
H  -1.476  4.957  -3.900
H  0.775  4.990  -2.779
H  1.278  3.262  -1.088
H  -2.669  -1.201  0.735
H  -5.025  -1.380  0.004
H  -5.860  0.170  -1.786
O  -1.726  -1.582  2.622
C  -1.161  -0.541  2.846
O  -0.813  0.273  1.803
C  -0.772  -0.022  4.158
C  -0.282  1.267  4.329
C  0.071  1.742  5.591
C  -0.084  0.869  6.642
O  0.207  1.083  7.941
C  -0.195  -0.099  8.654
O  -0.594  -1.063  7.676
C  -0.575  -0.425  6.475
C  -0.939  -0.905  5.251
H  -0.166  1.909  3.472
H  0.451  2.742  5.742
H  -1.042  0.143  9.296
H  0.656  -0.479  9.214
H  -1.327  -1.903  5.109
C  3.420  0.121  0.872
C  2.719  1.339  1.365
C  3.168  2.245  2.267
C  2.176  3.267  2.397
C  1.151  2.970  1.560
C  -0.141  3.724  1.459
N  1.456  1.758  0.881
H  4.474  0.184  1.142
H  3.389  0.031  -0.216
H  3.035  -0.803  1.302
H  4.110  2.194  2.790
H  2.207  4.114  3.064
H  -0.258  4.318  2.364
H  -1.023  3.080  1.397
H  -0.180  4.418  0.618